Entry 1:
A structure of composition C14H33ClF5N2O11S2V at a distorted geometry, computed with ωB97M-V/def2-TZVPD.

Positions of all 69 atoms, in Å:
O (1.205152, -0.579292, 0.287981)
V (2.667532, -0.838462, -0.284149)
C (3.121382, 2.693658, 1.101051)
O (4.536652, 3.013718, 1.240771)
O (3.227002, 1.337958, 0.731821)
C (2.254902, 3.106398, 2.399631)
F (0.929232, 3.142418, 2.173371)
F (2.451632, 2.297588, 3.416771)
F (2.624532, 4.304278, 2.909651)
C (4.957962, 4.400838, 1.151741)
C (6.370622, 4.565278, 1.772431)
H (7.140502, 4.187228, 1.099781)
H (6.512802, 5.628368, 1.966651)
H (6.479562, 3.984248, 2.688211)
H (4.322192, 5.093128, 1.703681)
H (5.063542, 4.738788, 0.120851)
H (2.706102, 3.281758, 0.282651)
N (2.122902, -0.133392, -2.166699)
S (2.255642, -0.623622, -3.607629)
O (3.313122, -0.098772, -4.527989)
O (1.163632, -1.294302, -4.276349)
F (3.123122, -1.928962, -3.236689)
S (1.098742, 1.083068, -2.801029)
O (-0.261888, 0.754018, -3.125519)
O (1.691512, 2.194938, -3.534409)
F (0.853222, 1.796948, -1.370389)
Cl (5.219332, -1.136712, -0.500879)
C (4.085032, -2.569502, 3.957521)
C (3.882612, -1.437422, 2.970151)
O (2.852872, -1.794182, 2.045371)
H (4.494902, -3.460862, 3.482571)
H (3.119062, -2.853612, 4.374991)
H (4.727972, -2.233292, 4.770971)
H (4.867032, -1.328862, 2.514941)
H (3.597992, -0.552692, 3.539671)
H (2.047672, -1.835972, 2.566421)
C (0.526542, -3.255392, -1.914839)
C (1.079962, -3.645012, -0.614479)
O (2.335032, -3.026202, -0.489679)
H (-0.370398, -3.828742, -2.149069)
H (1.226892, -3.600302, -2.675519)
H (0.366192, -2.178702, -1.970809)
H (1.069272, -4.726032, -0.475269)
H (0.551982, -3.018422, 0.104351)
H (2.979442, -3.614382, -0.890149)
C (-2.110208, 0.807728, -0.096689)
O (-3.304808, 1.097768, 0.605131)
C (-4.227438, 2.042038, 0.043341)
C (-5.090518, 1.494738, -1.077859)
N (-6.042248, 0.486578, -0.528379)
C (-6.828388, -0.231452, -1.559479)
C (-7.545438, -1.429982, -0.987629)
O (-6.595658, -2.395262, -0.618559)
C (-7.145868, -3.684522, -0.340149)
H (-1.737078, -0.090752, 0.394851)
H (-1.358118, 1.595638, -0.137499)
H (-2.360308, 0.644028, -1.144909)
H (-3.653468, 2.937718, -0.194199)
H (-4.872698, 2.374338, 0.856561)
H (-4.503098, 1.111848, -1.912389)
H (-5.623218, 2.307348, -1.571819)
H (-5.561508, -0.154872, 0.086051)
H (-6.116278, -0.516262, -2.333999)
H (-7.538518, 0.529498, -1.883179)
H (-8.340358, -1.832142, -1.615679)
H (-8.045768, -1.068862, -0.089099)
H (-7.916138, -3.956912, -1.061669)
H (-7.677578, -3.615932, 0.608891)
H (-6.396008, -4.463822, -0.204099)

Atoms 1-6, force components in eV/Å:
O 0.326 -0.932 -0.320
V -0.099 2.010 1.623
C 1.145 -3.462 -1.866
O 0.035 2.337 0.884
O -1.494 1.815 1.387
C 1.381 -0.904 -1.090

⟨S²⟩: 2.050
E: -114020.90592 eV
Spin multiplicity: 3
HOMO (spin up / spin down): -0.37 / -2.41 eV
Net charge: -2
Relative energy (zero: lowest compared OMol25 entry of this formula, charge and spin): 146.6 kJ/mol

***

Entry 2:
An isolated molecule of C5H8O, computed with ωB97M-V/def2-TZVPD.

Positions of all 14 atoms, in Å:
O (-0.860574, 0.105500, 1.269105)
C (-0.225969, -1.152513, 0.867179)
C (-0.426012, -1.390724, -0.540055)
C (-0.341622, 1.003042, -0.429274)
C (1.100172, 0.551239, -0.368799)
C (0.932578, -0.910195, -0.046608)
H (-1.803139, -0.044109, 1.077642)
H (-0.181397, -1.846243, 1.700942)
H (-0.575451, -2.389123, -0.941528)
H (-0.621147, 1.897957, 0.122904)
H (-0.884248, 0.851010, -1.348037)
H (1.569554, 0.715382, -1.350718)
H (1.661467, 1.112676, 0.388093)
H (1.815487, -1.536321, 0.096033)

Atoms 1-6, force components in eV/Å:
O -0.205 -0.003 -0.033
C 0.112 -0.121 0.078
C 0.032 -0.381 0.066
C 0.127 0.298 -0.078
C -0.093 0.041 0.060
C 0.243 0.070 0.118

E: -7356.04233 eV
HOMO: -6.99 eV
Net charge: 0
Relative energy (zero: lowest compared OMol25 entry of this formula, charge and spin): 599.5 kJ/mol

***

Entry 3:
A cluster of 13 separate species, C26H49Cl25N3O2S2 in total at a distorted geometry, computed with ωB97M-V/def2-TZVPD.

Positions of all 107 atoms, in Å:
C (-2.919125, 5.685490, 0.833814)
C (-2.686563, 4.032098, 0.792364)
N (-3.888883, 3.415747, 1.485771)
C (-4.542332, 2.328580, 0.660441)
C (-5.131988, 2.863834, -0.801593)
C (-3.338998, 2.887547, 2.805636)
S (-3.526241, 3.957823, 4.157359)
S (-2.474172, 1.212428, 2.995810)
C (-2.160283, 0.812518, 4.804381)
C (-0.657086, 0.179339, 5.090581)
C (0.068567, 0.801512, 6.423517)
C (1.601994, 1.335289, 6.193284)
N (2.581425, 0.927173, 7.306661)
C (3.901459, 1.547348, 6.900368)
Cl (5.506294, 1.431775, 7.879591)
C (3.673351, 2.351469, 5.464923)
O (4.743658, 3.115122, 4.767053)
N (2.196599, 2.180114, 5.059998)
C (1.477743, 2.750077, 3.858259)
C (1.629223, 1.885904, 2.475272)
C (2.408331, 0.452573, 2.624859)
O (3.058990, 0.198432, 1.296318)
H (-2.272992, 6.249902, 0.014260)
H (-4.078316, 5.921983, 0.698185)
H (-2.638064, 6.042203, 1.917613)
H (-2.496777, 3.628257, -0.295509)
H (-1.716416, 3.802862, 1.416548)
H (-3.815640, 1.439141, 0.428479)
H (-5.456718, 1.871705, 1.254003)
H (-4.776244, 3.962631, -1.062694)
H (-4.635460, 2.173874, -1.639584)
H (-6.294648, 2.734026, -0.906645)
H (-2.953839, 0.004157, 5.149031)
H (-2.282891, 1.731765, 5.519886)
H (-0.836944, -0.988710, 5.258066)
H (0.026196, 0.271147, 4.141585)
H (-0.615786, 1.640357, 6.925648)
H (0.126851, -0.072405, 7.229865)
H (2.384546, 0.332330, 8.165531)
H (5.599968, 2.607096, 4.933045)
H (0.350357, 2.916276, 4.176610)
H (1.925060, 3.835397, 3.663462)
H (0.526960, 1.628528, 2.096033)
H (2.213700, 2.538313, 1.690268)
H (3.279754, 0.433599, 3.405405)
H (1.622133, -0.424239, 2.758850)
H (2.317134, 0.037992, 0.619101)
C (-6.147302, -0.118687, -3.269719)
Cl (-4.558538, -0.218929, -2.501175)
Cl (-6.420861, 1.486470, -3.958012)
H (-6.203873, -0.862447, -4.068178)
H (-6.917753, -0.320944, -2.521722)
C (2.821153, -2.694270, -0.145297)
Cl (2.121759, -1.550651, -1.297628)
Cl (3.997337, -3.752639, -0.933682)
H (3.321428, -2.136749, 0.650197)
H (2.021162, -3.305574, 0.279346)
C (-3.082669, 4.249357, -3.396554)
Cl (-4.125035, 4.049773, -4.810243)
Cl (-3.567959, 5.655824, -2.441856)
H (-3.153390, 3.354743, -2.773192)
H (-2.051416, 4.385346, -3.731255)
C (4.092655, -4.570677, -4.857047)
Cl (4.921187, -6.128826, -4.754152)
Cl (2.608693, -4.700923, -5.808888)
H (3.839982, -4.234766, -3.848466)
H (4.757309, -3.844987, -5.332028)
C (3.788731, -6.748327, 1.731325)
Cl (2.746365, -6.947913, 0.317636)
Cl (3.303441, -5.341860, 2.686024)
H (3.718009, -7.642942, 2.354688)
H (4.819984, -6.612339, 1.396624)
C (5.803418, -8.201242, -7.720113)
Cl (5.595158, -7.392848, -9.278320)
Cl (7.336568, -9.079197, -7.658838)
H (5.791062, -7.451160, -6.925671)
H (4.982874, -8.907764, -7.573367)
C (6.673681, -11.470086, -5.045866)
Cl (5.338701, -11.864894, -6.135285)
Cl (6.078392, -11.061691, -3.432190)
H (7.339414, -12.333325, -4.971475)
H (7.221554, -10.615256, -5.449725)
C (-3.843153, -3.714380, -0.337251)
Cl (-4.885518, -3.913965, -1.750940)
Cl (-4.328442, -2.307912, 0.617448)
H (-3.913874, -4.608994, 0.286112)
H (-2.811900, -3.578392, -0.671952)
C (6.398679, 5.743676, 4.997023)
Cl (7.858275, 4.821753, 4.616873)
Cl (6.800455, 7.275830, 5.782001)
H (5.856784, 5.949872, 4.070876)
H (5.770257, 5.153933, 5.668802)
C (-9.264651, -0.433113, -0.008620)
Cl (-9.472912, 0.375281, -1.566827)
Cl (-7.731502, -1.311068, 0.052655)
H (-9.277008, 0.316969, 0.785822)
H (-10.085196, -1.139635, 0.138126)
C (-5.354761, 6.786592, -7.232747)
Cl (-6.397126, 6.587008, -8.646437)
Cl (-5.840051, 8.193061, -6.278049)
H (-5.425483, 5.891978, -6.609384)
H (-4.323508, 6.922581, -7.567448)
C (2.944297, 0.730847, -4.461291)
Cl (3.005765, -1.033956, -4.380240)
Cl (2.113024, 1.403725, -3.053694)
H (3.964329, 1.121347, -4.492292)
H (2.408115, 1.026984, -5.366173)

Atoms 1-6, force components in eV/Å:
C -0.138 -0.368 0.134
C 0.971 1.879 -0.136
N 1.910 -2.863 0.867
C -1.216 -1.141 -0.995
C 1.027 -0.354 -0.547
C -1.125 2.330 1.903

E: -371035.36776 eV
HOMO: -10.85 eV
Net charge: +1

***

Entry 4:
A cluster of 2 separate species, C5H11N2O in total at a distorted geometry, computed with ωB97M-V/def2-TZVPD.

Positions of all 19 atoms, in Å:
C (-2.524880, -0.030405, 0.174081)
C (0.580690, 0.679577, -0.891727)
C (-3.661905, 0.458873, -0.503411)
C (2.073063, 0.561404, 0.997687)
C (1.811088, -1.309275, -0.336856)
N (-3.639656, -0.666015, 0.427454)
N (1.516579, 0.098263, -0.254407)
O (-1.323407, -0.016872, 0.267267)
H (0.197366, 0.320087, -1.845012)
H (0.306583, 1.753895, -0.740525)
H (-4.059098, 1.439470, -0.086769)
H (-3.980394, 0.108641, -1.463435)
H (3.049625, 0.275809, 1.019152)
H (1.962598, 1.578535, 1.209814)
H (1.342230, 0.303088, 1.809463)
H (2.371887, -1.572651, 0.515931)
H (0.943452, -1.951875, -0.731423)
H (2.494070, -1.394976, -1.247932)
H (-4.007577, -0.584565, 1.377219)

Atoms 1-6, force components in eV/Å:
C 2.484 -0.313 -1.792
C 0.193 2.063 -1.256
C -2.196 2.867 -0.185
C -3.754 1.124 1.229
C -0.030 -1.435 -5.132
N -0.751 -1.431 2.958

E: -10381.02746 eV
HOMO: -13.70 eV
Net charge: +1
Relative energy (zero: lowest compared OMol25 entry of this formula, charge and spin): 441.7 kJ/mol

***

Entry 5:
An isolated molecule of C6H12OSSi at a distorted geometry, computed with ωB97M-V/def2-TZVPD.

Positions of all 21 atoms, in Å:
C (2.051212, 2.042431, 1.740647)
C (2.301806, 1.532812, 0.525167)
C (-1.394090, -1.348054, -0.175136)
C (-0.541205, -1.206130, -1.371138)
C (-0.627178, -1.205181, 1.171092)
C (0.238520, 0.061021, -1.295742)
O (-0.672220, 0.134752, 1.604357)
Si (1.893309, -0.108202, -0.313683)
S (3.323033, -1.520791, -0.127611)
H (2.392555, 3.036109, 2.181901)
H (1.750956, 1.419438, 2.574301)
H (2.646041, 2.196003, -0.251267)
H (-2.232533, -0.664757, -0.182030)
H (-1.909584, -2.389051, 0.032815)
H (-0.046683, -2.142991, -1.598654)
H (-1.226472, -1.058849, -2.194185)
H (-0.764745, -1.858278, 2.044028)
H (0.338481, -1.413782, 0.882638)
H (0.427093, 0.654284, -2.293469)
H (-0.403234, 0.871095, -0.776581)
H (-1.558949, 0.546129, 1.556412)

Atoms 1-6, force components in eV/Å:
C 1.424 0.247 0.891
C -1.119 0.248 0.154
C -1.959 -3.366 3.603
C -1.200 -0.327 -1.539
C -2.090 1.196 -0.270
C 1.210 3.042 -0.299

E: -27175.05084 eV
HOMO: -8.52 eV
Net charge: 0
Relative energy (zero: lowest compared OMol25 entry of this formula, charge and spin): 251.2 kJ/mol
SMILES string: C=C[Si](=S)CCCCO